(1)
A molecular structure, C18H24N5NaS, computed with the ωB97M-V functional and the def2-TZVPD basis.

Computed properties:
ΔE to the lowest compared entry with this formula, charge and spin   6.5 kcal/mol
Max |F|   0.700 eV/A
DFT total energy   -1534.6465 Eh
Highest occupied orbital energy   -7.37 eV
Net charge   0

```
49
Properties=species:S:1:pos:R:3:forces:R:3
Na -0.494024 -0.267542 -0.082796 -0.076 -0.689 -0.100
C 1.358532 1.259987 -2.058387 -0.040 -0.100 0.188
C -0.010788 1.407312 -2.713520 -0.106 -0.140 0.031
N -1.086439 1.368921 -1.726251 0.049 0.366 -0.011
C -1.345211 2.640233 -1.029323 0.046 -0.144 0.015
C -1.273342 2.507320 0.483338 0.151 -0.046 -0.166
C -2.184382 3.096027 1.340224 -0.025 0.036 -0.015
C -2.032320 2.890802 2.703769 -0.055 0.028 0.034
C -1.007226 2.086686 3.167357 0.005 0.011 0.007
C -0.152508 1.515830 2.235990 0.177 -0.052 -0.051
C 0.936251 0.530335 2.642751 -0.027 -0.056 -0.097
N 1.414669 -0.266256 1.506503 0.041 0.229 0.106
C 2.498116 0.386250 0.761775 -0.144 -0.029 0.037
C 2.699593 -0.224471 -0.619275 -0.112 -0.056 -0.036
N 1.521932 -0.081854 -1.481595 0.126 0.239 -0.006
N -0.266016 1.758112 0.936273 -0.021 0.271 0.133
H 1.432754 1.985034 -1.243579 -0.014 -0.014 -0.025
H 2.153033 1.500608 -2.776294 0.007 -0.013 -0.061
H -0.166395 0.573924 -3.405787 0.018 0.011 -0.001
H -0.022040 2.322095 -3.319423 0.000 0.060 0.012
H -1.961995 1.022903 -2.101767 0.000 -0.014 -0.028
H -2.320113 3.037403 -1.313332 -0.041 0.009 0.040
H -0.593705 3.374419 -1.338831 0.001 0.021 0.010
H -3.013478 3.667007 0.943896 0.001 -0.001 0.029
H -2.741839 3.320314 3.399571 0.007 0.002 -0.008
H -0.902865 1.862142 4.221377 0.000 0.016 -0.011
H 0.520720 -0.145568 3.391581 -0.042 -0.004 -0.018
H 1.753172 1.075797 3.134285 0.031 0.022 0.009
H 1.718357 -1.176413 1.828836 -0.007 0.007 0.013
H 3.449293 0.344516 1.307802 0.039 -0.003 0.002
H 2.235884 1.439988 0.666138 -0.005 -0.018 -0.015
H 2.896098 -1.294813 -0.510842 -0.008 0.011 0.014
H 3.597631 0.224549 -1.065433 0.020 0.025 -0.024
H 1.584932 -0.756337 -2.234947 -0.044 -0.032 0.024
C -1.296323 -3.263470 -0.881779 0.184 -0.014 -0.017
C -1.026407 -3.565852 0.450186 0.027 0.044 -0.063
C 0.270688 -3.868729 0.843351 0.005 0.006 -0.021
C 1.304958 -3.869242 -0.087337 -0.058 0.008 -0.001
C 1.039892 -3.560831 -1.414291 -0.054 0.013 0.015
C -0.259795 -3.257414 -1.809204 -0.025 -0.005 0.015
H -2.306816 -3.033224 -1.193821 -0.007 0.058 0.055
H -1.829574 -3.539851 1.173565 0.006 -0.017 -0.008
H 0.475725 -4.110508 1.879213 -0.001 -0.007 -0.004
H 2.312937 -4.120092 0.220449 0.001 0.005 0.004
H 1.841779 -3.566967 -2.143351 -0.005 -0.008 -0.002
H -0.468114 -3.022555 -2.846368 -0.004 -0.017 0.004
S -2.880543 -0.646758 1.337755 -0.229 0.220 -0.296
C -3.495977 0.013394 -0.079422 0.157 -0.389 0.251
N -3.878726 0.426863 -1.099032 0.048 0.148 0.040
```
Positions in Å, forces in eV/Å.

The Löwdin scheme yields these atomic charges, measured in e: 0.19, -0.21, -0.20, -0.08, -0.13, -0.26, -0.02, -0.05, -0.03, -0.27, -0.14, -0.07, -0.21, -0.20, -0.07, 0.12, 0.10, 0.12, 0.12, 0.12, 0.07, 0.12, 0.12, 0.12, 0.11, 0.12, 0.13, 0.12, 0.11, 0.12, 0.10, 0.11, 0.12, 0.10, -0.09, -0.11, -0.09, -0.11, -0.11, -0.09, 0.11, 0.09, 0.10, 0.10, 0.10, 0.10, 0.51, -0.93, 0.02

(2)
A single C18H24NO2P molecule at a distorted geometry, computed with the ωB97M-V functional and the def2-TZVPD basis.

Computed properties:
SMILES string   CN(C)CCOCCP(=O)(c1ccccc1)c1ccccc1
ΔE to the lowest compared entry with this formula, charge and spin   3.9 kcal/mol
Max |F|   1.320 eV/A
DFT total energy   -1246.8896 Eh
Highest occupied orbital energy   -8.31 eV
Net charge   0

```
46
Properties=species:S:1:pos:R:3:forces:R:3
C -4.301177 -0.847192 -0.413697 0.007 0.084 -0.076
N -3.848310 0.444421 -0.882467 -0.067 0.040 0.007
C -4.813849 1.486847 -0.609407 0.046 -0.114 -0.090
H -5.037281 1.606718 0.460989 -0.039 0.037 0.038
H -5.742029 1.244160 -1.126775 -0.091 0.074 0.035
H -4.439252 2.432616 -0.997535 -0.028 0.105 -0.004
C -2.498051 0.779860 -0.484642 0.247 0.058 0.221
C -2.280502 1.052689 1.020310 -0.312 -0.047 -0.243
O -0.945220 0.885655 1.436247 0.072 0.101 0.146
C -0.031258 1.822442 0.920633 -0.013 0.136 0.011
C 1.280657 1.600995 1.650544 0.000 -0.499 -0.235
P 2.035830 -0.077507 1.405580 -0.277 0.896 -0.929
O 2.516528 -0.631175 2.676699 0.327 -0.499 0.795
C 3.367142 0.169297 0.181561 -0.350 -0.106 0.297
C 3.282514 1.052030 -0.887562 -0.004 0.007 0.084
C 4.336313 1.159298 -1.777646 -0.013 0.100 -0.148
C 5.474909 0.388513 -1.604990 0.037 -0.006 -0.020
C 5.563606 -0.489627 -0.537329 0.067 -0.014 -0.058
C 4.510176 -0.598574 0.352493 -0.019 -0.066 0.104
H 4.556955 -1.267130 1.199723 0.061 -0.072 0.076
H 6.453096 -1.086692 -0.399915 0.062 -0.043 0.020
H 6.294852 0.477145 -2.302545 0.062 0.009 -0.050
H 4.271231 1.847682 -2.608164 -0.001 0.045 -0.052
H 2.399547 1.661750 -1.020961 -0.072 0.087 -0.047
C 0.835777 -1.165792 0.570566 0.388 0.234 0.137
C 0.657142 -1.199251 -0.804365 0.048 0.019 0.043
C -0.259362 -2.078929 -1.355774 -0.059 -0.060 -0.148
C -0.993960 -2.922488 -0.537977 0.001 -0.008 -0.096
C -0.809294 -2.893175 0.835462 -0.049 -0.040 0.054
C 0.108894 -2.019959 1.387537 -0.005 -0.016 0.078
H 0.280550 -1.983269 2.452862 -0.019 -0.054 0.114
H -1.379769 -3.554481 1.471335 -0.027 -0.051 0.059
H -1.705610 -3.608927 -0.974493 -0.046 -0.052 -0.029
H -0.401251 -2.106459 -2.426846 -0.005 -0.009 -0.072
H 1.234750 -0.548889 -1.445643 0.050 0.007 -0.081
H 1.105204 1.654766 2.727361 0.037 0.011 -0.035
H 2.016126 2.360692 1.377840 0.005 -0.054 0.018
H 0.094424 1.688118 -0.163499 -0.028 0.059 0.016
H -0.397115 2.848062 1.098836 0.040 -0.124 -0.082
H -2.629283 2.064191 1.279810 -0.005 -0.105 0.049
H -2.838697 0.322005 1.609762 -0.082 0.114 -0.033
H -1.851710 -0.054691 -0.769100 0.032 0.097 0.026
H -2.200511 1.659531 -1.064735 0.089 -0.053 -0.005
H -5.205484 -1.113696 -0.961271 -0.052 -0.094 0.046
H -3.533899 -1.590679 -0.620143 0.000 -0.088 0.014
H -4.533360 -0.870886 0.661331 -0.016 -0.044 0.043
```
Positions in Å, forces in eV/Å.

The Löwdin scheme yields these atomic charges, measured in e: -0.10, -0.28, -0.11, 0.08, 0.08, 0.09, -0.18, -0.19, -0.17, -0.27, -0.19, 0.74, -0.32, -0.27, -0.10, -0.08, -0.08, -0.07, -0.07, 0.11, 0.10, 0.10, 0.10, 0.10, -0.26, -0.08, -0.09, -0.10, -0.07, -0.07, 0.11, 0.11, 0.10, 0.11, 0.10, 0.10, 0.09, 0.11, 0.13, 0.12, 0.12, 0.10, 0.12, 0.08, 0.07, 0.08

(3)
A molecular structure, C18H24NO3SSe2W, computed with the ωB97M-V functional and the def2-TZVPD basis.

Computed properties:
ΔE to the lowest compared entry with this formula, charge and spin   9.8 kcal/mol
Max |F|   0.471 eV/A
DFT total energy   -6247.8459 Eh
Highest occupied orbital energy   -18.12 eV
Net charge   +3

```
50
Properties=species:S:1:pos:R:3:forces:R:3
W 0.286150 0.029814 0.315474 0.027 -0.190 -0.431
O 0.783552 1.516783 -1.102661 0.000 0.051 0.108
C 2.003865 2.336500 -1.291242 0.011 -0.016 -0.115
C 2.640794 2.625465 0.055287 -0.008 -0.041 0.033
C 3.602605 3.821247 -0.136960 0.010 0.016 -0.012
O 4.280564 3.952512 1.085110 0.006 0.007 0.001
C 3.480466 1.442930 0.548763 0.010 0.013 -0.002
Se 2.687364 -0.320828 0.211770 -0.014 -0.006 -0.080
C 1.586775 3.078448 1.063193 -0.013 0.030 0.056
Se 0.526104 1.716743 2.033318 0.024 -0.079 0.163
H 0.070710 1.802918 -1.693334 -0.022 0.051 0.073
H 1.667788 3.251152 -1.778100 0.002 -0.005 -0.009
H 2.656850 1.775844 -1.959887 0.016 -0.005 0.015
H 3.026349 4.718648 -0.391134 0.003 0.000 0.003
H 4.284814 3.605440 -0.968008 0.001 0.000 0.000
H 4.919389 4.674824 1.048940 -0.001 0.000 -0.005
H 3.662893 1.491350 1.622449 -0.017 0.017 0.000
H 4.441893 1.411212 0.038784 0.002 0.005 0.004
H 0.861419 3.757252 0.615802 0.022 0.020 -0.010
H 2.083201 3.584289 1.891756 0.012 0.016 -0.017
C -2.426444 1.001551 -1.136429 0.100 -0.091 -0.092
O -1.304821 0.296801 -0.557406 -0.080 0.091 0.091
H -3.316330 0.407979 -0.941887 -0.020 0.018 -0.004
H -2.281323 1.090667 -2.212160 -0.007 0.008 0.003
H -2.503922 1.976021 -0.656232 -0.018 0.001 -0.004
N 0.232258 -1.925000 -0.012844 0.013 0.027 0.146
S 0.725866 -3.077556 1.102417 0.082 0.118 0.101
C 0.277793 -2.014556 2.473952 0.115 -0.113 -0.082
C 0.980805 -2.107888 3.653901 -0.020 -0.004 -0.021
C 0.577347 -1.307340 4.723869 0.035 -0.017 0.031
C -0.503891 -0.431632 4.610561 -0.014 0.013 0.004
C -1.186232 -0.334593 3.417254 -0.055 -0.015 -0.052
C -0.785504 -1.096656 2.294463 -0.186 0.137 0.100
C -0.366874 -4.420194 1.046723 -0.050 -0.036 0.001
C -1.763522 -4.309876 1.076160 0.025 -0.006 0.021
C -2.505251 -5.469154 1.035368 0.006 -0.010 0.003
C -1.864311 -6.711185 0.977387 -0.030 -0.008 -0.005
C -0.481250 -6.808263 0.949607 0.017 0.023 -0.008
C 0.287490 -5.655328 0.977821 -0.014 -0.013 -0.010
H 0.013112 -2.297084 -0.936991 -0.016 -0.023 0.010
H 1.816256 -2.788407 3.761743 0.003 0.001 -0.012
H 1.109984 -1.380139 5.664363 0.000 0.001 0.000
H -0.816550 0.150934 5.467011 -0.001 -0.001 0.002
H -2.050930 0.312084 3.331146 0.001 0.002 0.006
H -1.545694 -1.275737 1.535610 0.024 -0.003 -0.011
H -2.261013 -3.350405 1.124328 0.017 0.009 0.003
H -3.585269 -5.420028 1.052321 0.000 -0.004 -0.001
H -2.462103 -7.612949 0.949822 0.000 0.002 0.003
H -0.000218 -7.775050 0.898611 0.002 0.000 0.003
H 1.368797 -5.713360 0.947692 0.002 0.006 -0.002
```
Positions in Å, forces in eV/Å.

The Löwdin scheme yields these atomic charges, measured in e: 1.29, -0.26, -0.10, -0.56, -0.19, -0.02, -0.42, 0.86, -0.39, 0.89, 0.14, 0.16, 0.15, 0.15, 0.15, 0.13, 0.10, 0.10, 0.10, 0.09, -0.03, -0.44, 0.11, 0.11, 0.11, -0.48, 1.17, -0.40, -0.02, 0.05, -0.01, -0.10, -0.28, -0.42, -0.05, -0.02, 0.01, -0.01, -0.06, 0.10, 0.14, 0.15, 0.14, 0.14, 0.11, 0.11, 0.13, 0.14, 0.14, 0.12

Here are the calculated HOMO-LUMO gap numbers, same order: 7.433 9.060 6.486 (eV).
Here are the calculated E_LUMO numbers, same order: 0.06 0.75 -11.63 (eV).